Arrangement w

13
Properties=species:S:1:pos:R:3 method="wB97M-V/def2-TZVPD" e_lumo_ev=0.62 spin_multiplicity=1 charge=0
C -0.948 -0.186 4.614
S -0.684 0.365 2.986
H -0.023 -0.287 5.250
H -1.618 0.306 5.207
H -1.451 -1.222 4.646
H -1.331 1.598 2.970
C 0.634 -1.929 -2.072
S 1.254 -0.259 -2.142
S -0.212 1.015 -2.485
H -0.343 -2.083 -2.548
H 0.214 -2.130 -1.031
H 1.494 -2.674 -2.195
H -0.773 1.242 -1.296


Arrangement x

13
Properties=species:S:1:pos:R:3 method="wB97M-V/def2-TZVPD" e_lumo_ev=-0.01 spin_multiplicity=1 charge=0
C -2.329 -0.141 0.989
S -2.578 -1.489 -0.177
H -3.151 0.067 1.687
H -1.400 -0.246 1.541
H -2.239 0.793 0.428
H -2.492 -2.372 0.852
C 2.072 0.358 -1.847
S 1.825 -0.481 -0.177
S 1.584 1.377 0.996
H 1.788 1.388 -1.674
H 1.526 -0.430 -2.365
H 3.080 0.343 -2.272
H 2.316 0.832 2.019


Arrangement y

13
Properties=species:S:1:pos:R:3 method="wB97M-V/def2-TZVPD" e_lumo_ev=0.40 spin_multiplicity=1 charge=0
S -2.048 -1.521 -1.965
S -0.812 -2.352 -0.538
H -1.355 -1.783 -3.074
H -0.264 -1.188 -0.153
C -0.062 2.227 1.570
S 1.400 1.892 0.577
C 2.629 1.700 1.900
H -0.932 1.977 0.980
H -0.115 3.277 1.854
H -0.088 1.642 2.487
H 2.182 2.113 2.804
H 2.794 0.631 2.037
H 3.583 2.146 1.615


It is arrangement y that is the most stable of them.


Arrangement w

22
Properties=species:S:1:pos:R:3 method="wB97M-V/def2-TZVPD" e_lumo_ev=2.25 spin_multiplicity=1 charge=-1
C -3.821 0.121 0.169
C -2.519 -1.301 0.000
N -2.318 0.018 -0.090
C 0.733 0.364 -0.837
C 0.823 0.224 0.673
C 2.346 -0.099 1.117
O 3.119 1.068 0.856
H -4.040 0.347 1.199
H -4.242 0.916 -0.422
H -4.615 -0.701 0.033
H -2.387 -1.812 1.011
H -2.580 -2.055 -0.773
H 0.286 0.944 1.307
H 1.260 -0.461 -1.230
H 1.126 1.296 -1.296
H -0.385 0.211 -1.149
H 0.262 -0.767 0.797
H 2.625 -0.972 0.485
H 2.336 -0.420 2.175
H 3.771 0.967 -0.498
H 3.909 1.331 -2.099
O 4.310 0.780 -1.426


Arrangement x

22
Properties=species:S:1:pos:R:3 method="wB97M-V/def2-TZVPD" e_lumo_ev=3.76 spin_multiplicity=1 charge=-1
C 0.914 -0.609 -2.247
N 1.025 0.270 -1.103
C 1.179 1.670 -1.524
C -1.378 -0.491 -0.601
C -0.032 0.047 -0.117
C 0.506 -0.859 1.055
O -0.405 -1.198 1.986
H 1.718 -0.489 -2.974
H 0.947 -1.643 -1.899
H -0.049 -0.510 -2.786
H 2.235 1.954 -1.483
H 0.692 2.318 -0.800
H 0.758 1.829 -2.526
H -1.347 -1.525 -0.926
H -1.845 0.157 -1.334
H -1.995 -0.460 0.291
H -0.299 0.957 0.380
H 1.361 -0.259 1.466
H 0.997 -1.724 0.535
H -2.380 0.732 2.835
H -0.987 0.113 2.530
O -1.476 1.013 2.657


It is arrangement x that is the most stable of them.